C6F10 | ωB97M-V/def2-TZVPD

The geometry in XYZ format:
```
16
C6F10 ωB97M-V/def2-TZVPD
F 1.45410 0.44444 1.06853
C 0.58698 -0.29158 0.35663
C -0.46014 0.35999 -0.46154
F -1.35260 -0.43334 -1.08488
C -0.62665 1.71689 -0.56471
F 0.17255 2.58379 0.10675
C -1.84095 2.27794 -1.29837
F -1.79437 3.66897 -1.32326
F -1.82616 1.83580 -2.56900
F -2.95654 1.92913 -0.66994
C 0.68220 -1.68704 0.48219
F -0.12812 -2.55400 -0.22218
C 1.76927 -2.29677 1.35276
F 1.63848 -3.65273 1.32745
F 3.02229 -1.99372 0.87333
F 1.65965 -1.90777 2.62624
```

Values from the calculation:
F_max	3.86	eV Å⁻¹
SMILES	FC(/C(F)=C(\F)C(F)(F)F)=C(/F)C(F)(F)F
HOMO	-10.093	eV
calculated total energy	-33394.77228	eV
lowest unoccupied orbital energy	-0.97	eV

C39H42N6OTi | ωB97M-V/def2-TZVPD

The geometry in XYZ format:
```
89
C39H42N6OTi ωB97M-V/def2-TZVPD
Ti 2.64491 -18.07023 -4.67010
C 1.61987 -13.92169 -4.91047
C 1.93107 -14.29285 -3.48585
C 1.59694 -15.72340 -3.04353
N 2.63263 -16.73112 -3.13743
C 3.69308 -16.82434 -2.36363
C 3.96814 -15.88600 -1.37070
C 5.13562 -15.63002 -0.71454
C 6.34470 -16.34254 -0.54903
C 6.48788 -17.61455 -1.07349
C 5.58915 -18.39481 -1.84076
C 4.38451 -18.14416 -2.53946
N 3.79923 -19.05655 -3.32446
C 4.24735 -20.36341 -3.31660
C 3.30299 -21.11257 -4.23531
C 1.81914 -20.85103 -3.93641
N 1.29464 -19.59731 -4.52020
C 0.00214 -19.51348 -4.89177
C -0.94980 -20.56034 -4.69290
C -2.26498 -20.61360 -5.18578
C -2.96640 -19.77494 -6.02395
C -2.51812 -18.56857 -6.53374
C -1.37190 -17.90175 -6.40378
C -0.19514 -18.20633 -5.65959
N 0.81094 -17.38466 -5.61471
C 0.74161 -16.08897 -6.32396
C 1.82818 -15.02319 -6.00493
H 2.09430 -13.06000 -5.17947
H 0.59943 -13.52895 -4.91900
H 1.46132 -13.59668 -2.74293
H 2.97193 -14.15367 -3.29930
H 0.78878 -16.04058 -3.67122
H 1.28380 -15.79380 -1.97108
H 3.21299 -15.16439 -1.28077
H 5.11059 -14.69091 -0.12944
H 7.09585 -15.85219 0.04291
H 7.40410 -18.07487 -0.81664
H 6.00260 -19.37800 -2.03322
H 4.26555 -20.80072 -2.31212
H 5.25375 -20.38274 -3.74446
H 3.41208 -22.16855 -4.02792
H 3.63744 -20.89851 -5.25322
H 1.59346 -20.84520 -2.89562
H 1.28023 -21.69778 -4.37317
H -0.71504 -21.32897 -4.02030
H -2.81448 -21.45947 -4.79514
H -4.03741 -20.07096 -6.26876
H -3.24989 -18.07041 -7.10043
H -1.25463 -17.00415 -6.91564
H -0.26155 -15.56931 -6.24125
H 0.83425 -16.25053 -7.40653
H 2.00055 -14.51759 -6.93534
H 2.81279 -15.41508 -5.78050
N 3.27464 -18.80595 -6.74392
C 4.68335 -18.85983 -6.94978
C 5.27947 -19.77061 -7.72706
C 6.69190 -19.72505 -7.86754
C 7.41532 -18.76289 -7.29580
C 6.84965 -17.83229 -6.41488
C 7.52558 -16.70454 -5.82271
C 6.84734 -15.95872 -4.87820
C 5.49337 -16.21818 -4.64418
N 4.76038 -17.10543 -5.35031
C 5.47114 -17.90870 -6.20368
H 2.68656 -18.45564 -7.51929
H 2.95681 -19.80835 -6.64320
H 4.64878 -20.53084 -8.22330
H 7.21456 -20.45760 -8.46268
H 8.41593 -18.67885 -7.58486
H 8.53368 -16.34410 -5.95327
H 7.27379 -15.16468 -4.30884
H 5.03394 -15.60331 -3.89078
C 5.43210 -17.79311 -10.41957
C 3.96788 -18.07601 -10.20943
O 3.33137 -17.71955 -9.22138
C 3.32207 -18.75837 -11.33773
C 1.97468 -18.63068 -11.45689
C 1.32477 -19.19815 -12.53355
C 2.05778 -19.94973 -13.43509
C 3.37353 -20.30067 -13.22420
C 4.03090 -19.67310 -12.19174
H 5.90321 -17.52077 -9.47866
H 5.42845 -16.94786 -11.18365
H 6.04549 -18.56800 -10.82108
H 1.49914 -18.02269 -10.67415
H 0.27774 -19.04132 -12.65342
H 1.61953 -20.35447 -14.34900
H 3.89659 -21.02423 -13.80294
H 5.05952 -20.00501 -12.15378
```

Values from the calculation:
F_max	3.68	eV Å⁻¹
<S²>	0.754
total charge	+1
spin multiplicity	2
HOMO (spin up / spin down)	-9.250 / -9.509	eV
calculated total energy	-75222.86459	eV
lowest unoccupied orbital energy (spin up / spin down)	-2.95 / -2.94	eV

C2H5BrOS | ωB97M-V/def2-TZVPD

The geometry in XYZ format:
```
10
C2H5BrOS ωB97M-V/def2-TZVPD
C -0.99311 -0.73420 0.99254
S 0.76508 -1.19500 0.66598
C 1.66794 0.38929 0.45556
O 2.31891 0.43998 -0.69851
Br 2.95629 0.52420 1.90766
H -1.39587 -1.70121 0.79608
H -1.21862 0.11766 0.27117
H -1.07665 -0.66357 1.99361
H 0.82401 1.12099 0.47792
H 2.95197 -0.26915 -0.74041
```

Values from the calculation:
F_max	4.43	eV Å⁻¹
SMILES	CS[C@H](O)Br
HOMO	-8.828	eV
calculated total energy	-85079.21536	eV
lowest unoccupied orbital energy	0.77	eV